Entry 1:
10 unconnected molecules or ions with the total composition C27H79N11O10, computed with wB97M-V/def2-TZVPD.

Each line ends with the Mulliken charge.
Positions of all 127 atoms, in Å:
C  1.967  6.190  -1.470  -0.6907
O  2.019  5.124  -0.573  -0.0700
C  3.331  4.987  -0.020  -0.8232
C  3.215  3.829  0.999  0.4141
C  4.415  3.586  1.839  -1.5318
N  3.035  2.593  0.167  -0.2970
H  2.265  7.139  -1.000  0.3525
H  0.962  6.366  -1.854  0.0038
H  2.627  6.125  -2.347  0.3611
H  3.972  4.701  -0.860  0.3593
H  3.670  5.913  0.457  0.4731
H  2.300  4.012  1.564  0.1086
H  4.167  2.747  2.489  0.3601
H  4.641  4.490  2.412  0.4131
H  5.312  3.380  1.254  0.3413
H  3.921  2.484  -0.316  0.2631
H  2.323  2.725  -0.541  0.0602
C  4.457  -4.364  -1.232  -0.4699
O  4.874  -3.100  -0.737  -0.4033
C  4.039  -2.602  0.289  -0.0096
C  4.237  -1.101  0.543  0.9788
C  5.552  -0.837  1.219  -1.5160
N  3.139  -0.664  1.434  -0.7869
H  5.329  -4.717  -1.776  0.2773
H  3.542  -4.337  -1.824  0.1440
H  4.276  -5.014  -0.365  0.2923
H  3.006  -2.830  -0.015  -0.3335
H  4.199  -3.172  1.213  0.2751
H  4.110  -0.564  -0.403  0.1490
H  6.401  -1.019  0.557  0.3394
H  5.766  -1.454  2.092  0.3447
H  5.552  0.224  1.490  0.3496
H  3.362  0.315  1.607  0.1854
H  2.274  -0.601  0.903  0.2007
C  -0.620  -4.922  4.647  -0.9559
O  -0.407  -3.663  4.039  -0.2676
C  -1.634  -3.041  3.719  -1.4178
C  -1.322  -1.581  3.314  1.5802
C  -0.587  -0.921  4.481  -1.8275
N  -2.528  -0.820  3.023  -0.4876
H  -1.251  -5.528  3.988  0.4190
H  -1.093  -4.836  5.629  0.3953
H  0.280  -5.515  4.800  0.0649
H  -1.987  -3.545  2.812  0.4151
H  -2.451  -3.072  4.446  0.5911
H  -0.718  -1.711  2.414  -0.4323
H  -0.166  0.042  4.186  0.4645
H  0.264  -1.525  4.805  0.3722
H  -1.226  -0.834  5.361  0.4235
H  -2.225  0.136  2.815  0.0924
H  -3.044  -0.557  3.865  0.2815
C  -2.726  6.911  -1.111  -0.9792
O  -2.195  5.623  -1.263  -0.0634
C  -1.798  5.177  -2.551  -0.7309
C  -2.979  4.616  -3.349  0.4319
C  -3.711  3.499  -2.592  -0.8079
N  -2.649  4.055  -4.682  -0.6635
H  -2.399  7.315  -0.153  0.2906
H  -3.791  6.989  -1.335  0.3191
H  -2.215  7.609  -1.793  0.3726
H  -1.423  6.046  -3.107  0.4102
H  -0.922  4.533  -2.480  0.1079
H  -3.743  5.342  -3.636  0.2612
H  -2.981  2.683  -2.509  -0.0574
H  -4.616  3.153  -3.079  0.4017
H  -3.896  3.769  -1.551  0.2867
H  -1.940  3.339  -4.543  0.1781
H  -2.252  4.757  -5.298  0.2859
C  1.484  -6.249  3.105  -0.8710
O  0.280  -6.388  2.374  -0.2918
C  0.463  -6.377  0.959  -1.2208
C  0.618  -4.942  0.451  1.2537
C  -0.627  -4.075  0.661  -0.1101
N  0.968  -5.053  -0.965  -0.4609
H  1.171  -6.468  4.128  0.3472
H  1.907  -5.249  2.985  0.3718
H  2.230  -7.012  2.854  0.3639
H  1.339  -6.966  0.673  0.4050
H  -0.411  -6.864  0.522  0.2973
H  1.456  -4.481  0.977  -0.1821
H  -0.710  -3.714  1.687  -0.6635
H  -1.523  -4.641  0.389  0.6184
H  -0.655  -3.208  -0.004  -0.1066
H  0.120  -5.142  -1.514  0.2916
H  1.445  -4.293  -1.430  -0.0919
N  -1.918  0.185  -4.264  -0.0698
C  -2.266  -0.696  -5.258  0.6339
N  -3.220  -1.591  -4.863  -0.3266
O  -1.806  -0.616  -6.391  -0.6954
H  -2.385  0.075  -3.391  -0.0343
H  -1.252  0.909  -4.436  0.0658
H  -3.629  -2.201  -5.547  0.2066
H  -3.741  -1.479  -4.013  0.1468
N  -3.949  -2.077  0.854  -0.1812
C  -4.250  -1.521  -0.360  0.6325
N  -4.088  -0.163  -0.408  -0.3253
O  -4.729  -2.174  -1.283  -0.7125
H  -4.326  -3.001  0.985  0.2041
H  -3.603  -1.546  1.658  0.3117
H  -4.754  0.372  -0.934  0.1750
H  -3.505  0.263  0.291  0.0452
N  0.087  -3.248  -3.430  -0.2614
C  1.418  -2.942  -3.582  0.6092
N  1.684  -1.648  -3.237  -0.1600
O  2.248  -3.797  -3.871  -0.6654
H  -0.457  -2.594  -2.894  -0.0193
H  -0.211  -4.186  -3.607  0.2445
H  2.578  -1.202  -3.279  0.1922
H  0.852  -1.174  -2.939  -0.0273
C  -0.404  1.666  -0.404  -0.9615
C  -0.115  0.183  -0.715  0.8738
O  -1.185  -0.283  -1.592  0.6558
H  -0.021  2.308  -1.198  -0.0488
H  0.002  1.948  0.570  0.3347
H  -1.480  1.838  -0.353  0.2806
H  -0.332  -0.472  0.131  -0.7362
H  0.786  0.030  -1.297  0.2503
H  -2.027  -0.292  -1.126  -0.3597
C  -2.334  3.740  3.368  -1.2254
C  -2.107  4.338  1.975  0.3649
O  -2.906  3.615  1.072  -0.4993
H  -1.889  4.291  4.200  0.3974
H  -1.930  2.725  3.379  0.0450
H  -3.363  3.632  3.723  0.3495
H  -1.033  4.330  1.766  0.0200
H  -2.423  5.383  2.093  0.2703
H  -2.877  4.120  0.247  0.1801

SMILES = COC[C@H](C)N.COC[C@H](C)N.COC[C@H](C)N.COC[C@H](C)N.COC[C@H](C)N.NC(N)=O.NC(N)=O.NC(N)=O.CCO.CCO
charge = 0
2S+1 = 1
relative energy (zero: lowest compared OMol25 entry of this formula, charge and spin) = 16.3 kcal/mol
gap between HOMO and LUMO = 0.332 Ha
E_HOMO = -8.78 eV



Entry 2:
A molecular structure, C27H80N12O15Zn, computed with wB97M-V/def2-TZVPD.

Each line ends with the Mulliken charge.
Positions of all 135 atoms, in Å:
Zn  -2.929  1.988  -2.485  0.8046
O  -2.558  0.185  -0.170  -0.5885
C  -1.372  -0.582  -0.037  -0.2058
C  -0.136  -0.193  -0.943  -0.3131
O  -0.432  0.399  -2.202  -0.5635
H  -1.591  -1.637  -0.198  0.2077
H  -1.056  -0.548  1.005  0.2432
H  0.533  -1.051  -1.009  0.2697
H  0.446  0.574  -0.433  0.1907
C  -4.916  0.665  4.437  0.6691
O  -5.469  0.868  5.524  -0.7132
N  -3.887  -0.097  4.391  -0.3454
N  -5.308  1.240  3.340  -0.3166
H  -3.681  -0.473  3.476  0.1543
H  -3.744  -0.697  5.191  0.2471
H  -6.115  1.847  3.347  0.1804
H  -4.839  0.941  2.497  0.1275
C  -1.656  6.513  -2.926  0.7110
O  -1.781  5.303  -3.001  -0.6767
N  -1.832  7.289  -3.987  -0.4488
N  -1.227  7.180  -1.926  -0.3998
H  -1.848  8.288  -3.843  0.1597
H  -2.055  6.806  -4.846  0.2187
H  -1.085  6.595  -1.115  0.2310
H  -1.021  8.159  -2.065  0.1674
C  -0.465  2.477  -8.399  0.6487
O  0.218  2.883  -9.317  -0.6710
N  -1.675  2.013  -8.517  -0.3893
N  -0.040  2.552  -7.168  -0.3255
H  -2.253  2.128  -9.337  0.2450
H  -2.258  2.000  -7.693  0.1604
H  -0.632  2.107  -6.481  0.1489
H  0.941  2.739  -7.016  0.1921
C  -6.966  -2.885  -0.876  0.7242
O  -8.020  -3.303  -1.297  -0.6791
N  -6.854  -2.005  0.083  -0.3385
N  -5.854  -3.151  -1.402  -0.3488
H  -7.524  -1.878  0.828  0.2007
H  -5.931  -1.608  0.186  0.0940
H  -5.899  -3.631  -2.290  0.2173
H  -5.005  -2.787  -0.993  0.1369
C  -0.798  -3.362  -6.158  0.6999
O  -1.117  -4.240  -6.941  -0.6714
N  -0.784  -2.064  -6.382  -0.3368
N  -0.485  -3.617  -4.928  -0.3419
H  -1.109  -1.780  -7.296  0.1679
H  -0.452  -1.459  -5.645  0.1517
H  -0.221  -2.877  -4.293  0.1273
H  -0.497  -4.560  -4.568  0.2024
C  -6.807  4.185  -0.819  0.6775
O  -5.750  3.877  -1.332  -0.6576
N  -6.963  5.298  -0.170  -0.4180
N  -7.903  3.478  -0.875  -0.3867
H  -7.764  5.670  0.319  0.1734
H  -6.222  5.956  -0.365  0.2245
H  -7.949  2.527  -1.211  0.2157
H  -8.724  3.989  -0.581  0.1530
C  3.250  4.883  -2.077  -1.1458
C  4.164  3.812  -2.836  -0.2234
O  3.399  3.119  -3.822  -0.4666
H  2.542  4.412  -1.395  0.3121
H  2.627  5.402  -2.805  0.3353
H  3.883  5.593  -1.544  0.3720
H  4.703  3.236  -2.083  0.2207
H  4.889  4.451  -3.340  0.3099
H  2.635  2.746  -3.375  0.2849
C  5.279  1.270  1.805  -1.0139
C  4.980  2.731  2.321  -0.1403
O  6.159  2.955  3.116  -0.5170
H  6.204  1.141  1.244  0.3444
H  4.463  0.944  1.160  0.2564
H  5.318  0.489  2.565  0.3138
H  4.007  2.751  2.811  0.2948
H  4.886  3.419  1.480  0.1513
H  6.920  2.900  2.533  0.3102
C  -3.469  -5.783  3.155  -1.0863
C  -3.324  -7.215  2.793  0.1823
C  -2.121  -7.877  3.516  -1.1628
O  -4.522  -7.772  3.251  -0.5421
H  -2.606  -5.221  2.796  0.2941
H  -3.659  -5.744  4.227  0.3370
H  -4.291  -5.269  2.657  0.3008
H  -3.260  -7.488  1.740  0.3482
H  -1.282  -7.593  2.880  0.3337
H  -2.234  -8.943  3.713  0.3475
H  -1.842  -7.398  4.455  0.2969
H  -4.447  -7.629  4.198  0.3477
C  6.002  -6.272  1.157  -1.2481
C  4.537  -6.135  1.606  0.4586
C  3.849  -4.824  0.959  -1.1676
O  3.886  -7.402  1.352  -0.5528
H  6.067  -6.590  0.117  0.3246
H  6.581  -7.029  1.686  0.3511
H  6.580  -5.352  1.248  0.3386
H  4.574  -5.907  2.672  0.1991
H  2.923  -4.775  1.532  0.2709
H  3.817  -5.024  -0.112  0.3472
H  4.368  -3.886  1.156  0.3465
H  4.168  -8.042  2.009  0.3314
C  -1.259  5.503  4.626  -1.1997
C  -2.236  5.602  3.434  0.5902
C  -2.479  7.043  2.933  -1.3215
O  -1.631  4.949  2.365  -0.5145
H  -1.600  6.081  5.485  0.3599
H  -0.263  5.859  4.363  0.3020
H  -1.183  4.452  4.904  0.2964
H  -3.220  5.227  3.716  0.2146
H  -3.096  7.569  3.661  0.3787
H  -3.016  7.046  1.984  0.2956
H  -1.642  7.685  2.659  0.3182
H  -1.802  4.016  2.216  0.2785
C  5.894  -1.753  -4.065  -1.3223
C  7.130  -0.897  -3.994  0.5970
C  8.282  -1.815  -4.487  -1.3487
O  7.059  0.160  -4.859  -0.5463
H  4.958  -1.292  -3.752  0.3639
H  6.042  -2.758  -3.671  0.3344
H  5.644  -1.981  -5.102  0.3730
H  7.332  -0.546  -2.982  0.1841
H  8.563  -2.563  -3.745  0.3820
H  9.198  -1.262  -4.695  0.3476
H  8.011  -2.264  -5.442  0.3231
H  6.273  0.668  -4.646  0.3118
C  1.541  -0.876  5.676  -1.0492
C  1.199  -1.887  6.781  0.3162
C  1.837  -3.336  6.528  -1.2498
O  1.642  -1.366  8.019  -0.5364
H  1.454  -1.374  4.710  0.3014
H  2.519  -0.406  5.780  0.2979
H  0.793  -0.084  5.632  0.2812
H  0.164  -2.224  6.736  0.2478
H  1.375  -3.884  5.706  0.3494
H  1.712  -3.891  7.458  0.3688
H  2.923  -3.348  6.445  0.3252
H  2.602  -1.370  8.008  0.3470

charge = 0
2S+1 = 1
gap between HOMO and LUMO = 0.194 Ha
E_HOMO = -9.06 eV